The ion C2H3O3S with charge -1 in a non-equilibrium geometry. Source: the OMol25 dataset; level of theory: wB97M-V/def2-TZVPD.

Computed properties:
SMILES = O=[S@@]1([O-])=COC1
Frontier orbital gap = 7.111 eV
Net charge = -1
E_HOMO = -2.9 eV
Lowest unoccupied orbital energy = 4.24 eV
Total energy = -19096.87921 eV

The geometry in XYZ format:
```
9
Properties=species:S:1:pos:R:3:forces:R:3:nbo_charge:R:1
S -1.867134 0.023708 -0.056581 0.8 -1.6 1.3 1.767
O -2.742034 0.760610 0.918236 0.9 -0.6 -1.5 -0.988
O 0.395091 0.740985 -0.119696 1.3 1.0 -0.5 -0.594
O -2.438329 -1.220122 -0.599994 -0.5 1.0 0.3 -0.980
C -0.463316 0.631727 -1.309375 0.6 -1.9 1.7 -0.425
C 0.148612 -0.308893 0.694224 -3.7 1.2 -1.8 -0.202
H -0.411476 1.618457 -1.675015 -0.5 1.8 -0.5 0.113
H 0.461505 -1.260046 0.416699 0.5 -1.7 -0.9 0.152
H 0.098325 -0.157233 1.721522 0.5 0.8 1.8 0.157
```
Forces are in eV/Å.

***

A structure of composition C4H6N2O2 in a non-equilibrium geometry. Source: the OMol25 dataset; level of theory: wB97M-V/def2-TZVPD.

Computed properties:
Frontier orbital gap = 9.620 eV
E_HOMO = -9.3 eV
Lowest unoccupied orbital energy = 0.33 eV
Total energy = -11316.14240 eV

The geometry in XYZ format:
```
14
Properties=species:S:1:pos:R:3:forces:R:3:nbo_charge:R:1
O 1.526621 0.872710 0.103570 -2.3 -1.0 -1.1 -0.505
O -2.498260 -0.126924 -0.066526 -2.4 0.5 -0.4 -0.501
N -0.400381 2.044993 0.106346 -0.2 -3.6 -0.4 -0.721
N -0.245020 -0.506118 -0.344542 -1.9 -3.4 1.4 -0.529
C 0.070725 0.821326 -0.130033 1.5 5.0 2.5 0.671
C -1.696162 -0.958360 0.023661 3.9 -1.2 2.4 0.584
C 2.074356 -0.410358 -0.062467 3.0 -0.3 -0.6 -0.080
C 0.902089 -1.450585 0.171002 0.3 1.9 -7.4 -0.232
H 2.961447 -0.361157 -1.082531 -3.4 -0.8 2.5 0.180
H 1.005502 -2.371686 -0.607211 -0.4 2.0 2.4 0.233
H 0.724416 -1.619937 1.156273 -0.2 -1.0 2.8 0.198
H -1.868125 -2.094466 0.791382 0.9 3.0 -2.8 0.136
H 2.770551 -0.566861 0.781843 -0.1 0.2 -0.4 0.188
H -1.408923 2.263558 0.318284 1.3 -1.2 -1.0 0.379
```
Forces are in eV/Å.

***

Which value of frontier orbital gap does entry 2 give? 9.620 eV